{"formula": "C4H9NO2", "method": "ωB97M-V with the def2-TZVPD basis set", "elements": ["C", "O", "C", "C", "C", "O", "N", "H", "H", "H", "H", "H", "H", "H", "H", "H"], "xyz": [[0.83, -0.62, -1.25], [2.04, -1.27, -0.94], [0.00, -0.45, 0.06], [-1.03, 0.65, -0.02], [-1.89, 0.67, 1.21], [-3.03, 0.98, 1.25], [0.91, -0.05, 1.12], [0.20, -1.22, -1.93], [0.78, 0.32, -1.82], [2.53, -1.17, -1.79], [-0.46, -1.38, 0.39], [-1.75, 0.67, -0.85], [-0.60, 1.65, -0.13], [-1.35, 0.41, 2.15], [0.89, 0.94, 1.41], [1.93, -0.13, 1.13]], "nbo_charge": [-0.064, -0.698, -0.117, -0.554, 0.439, -0.391, -0.330, 0.212, 0.202, 0.505, 0.287, 0.295, 0.256, 0.120, 0.397, 0.440], "lumo_energy_ha": [-0.1244, -0.3319], "largest_force_ev_per_a": 2.6, "homo_lumo_gap_ha": [0.41463, 0.19241], "multiplicity": 2, "s2": 0.7556, "total_charge": 1, "homo_ev": [-14.667, -14.266], "de_lowest_kj_mol": 264.2, "energy_ev": -9868.4639}